No. 1
Below is a molecular structure, C66H51N5O4PW, with properties calculated with wB97M-V/def2-TZVPD.

Its charge is +1. For the orbital gap, the calculation gives 5.55 eV. As for the maximum force: 0.6 eV/A. For the LUMO energy, the calculation gives -3.474 eV.

Each line ends with the Mulliken charge.
Element x y z (Å)
W1 0.040 -0.230 -0.583  0.75
C1 8.384 3.356 -4.785  -0.86
O1 7.543 3.862 -3.762  -0.46
C2 6.450 3.136 -3.427  0.97
C3 6.070 1.951 -4.048  -0.73
C4 4.923 1.291 -3.620  -0.20
C5 4.147 1.793 -2.588  -0.56
C6 4.537 2.986 -1.980  0.14
C7 5.673 3.652 -2.388  -0.98
C8 2.914 1.083 -2.140  0.37
C9 3.059 -0.041 -1.332  0.50
C10 4.316 -0.538 -0.857  -1.47
C11 4.056 -1.625 -0.092  -1.38
C12 2.636 -1.831 -0.112  0.55
N1 2.037 -0.831 -0.856  -0.11
C13 1.988 -2.896 0.503  0.93
C14 0.611 -3.112 0.437  1.02
C15 -0.049 -4.284 0.914  -1.52
C16 -1.378 -4.117 0.684  -1.49
C17 -1.545 -2.836 0.074  0.52
C18 -2.778 -2.278 -0.275  0.93
C19 -4.004 -3.031 0.103  -0.37
C20 -4.361 -3.168 1.447  -0.02
C21 -5.495 -3.861 1.812  -0.88
C22 -6.305 -4.442 0.834  0.81
O2 -7.396 -5.101 1.288  -0.46
C23 -8.230 -5.737 0.334  -0.85
C24 -5.962 -4.317 -0.508  -0.55
C25 -4.816 -3.613 -0.858  -0.56
C26 -2.924 -1.070 -0.941  0.35
N2 -1.901 -0.248 -1.373  -0.15
C27 -2.506 0.814 -2.009  0.46
C28 -1.852 1.865 -2.640  0.21
C29 -2.685 2.940 -3.256  -0.79
C30 -3.115 2.848 -4.570  -0.16
C31 -3.902 3.840 -5.145  -0.54
C32 -4.265 4.949 -4.388  0.93
O3 -5.029 5.972 -4.841  -0.46
C33 -5.474 5.922 -6.186  -0.87
C34 -3.832 5.056 -3.066  -0.94
C35 -3.053 4.061 -2.512  0.38
C36 -0.471 1.965 -2.743  0.63
C37 0.205 2.974 -3.505  -1.46
C38 1.532 2.736 -3.392  -1.43
C39 1.687 1.593 -2.540  0.79
N3 0.449 1.125 -2.153  -0.09
C40 -3.930 0.670 -1.946  -1.45
C41 -4.187 -0.482 -1.284  -1.38
N4 -0.314 -2.238 -0.089  -0.09
C42 2.793 -3.869 1.289  -0.72
C43 3.704 -4.719 0.679  -0.55
C44 4.451 -5.629 1.419  -0.57
C45 4.283 -5.691 2.799  0.79
O4 4.957 -6.535 3.616  -0.46
C46 5.858 -7.455 3.023  -0.85
C47 3.368 -4.842 3.423  -0.80
C48 2.633 -3.948 2.674  -0.03
H1 9.208 4.058 -4.870  0.25
H2 7.856 3.300 -5.739  0.34
H3 8.774 2.369 -4.522  0.34
H4 6.648 1.536 -4.859  0.43
H5 4.630 0.369 -4.107  0.51
H6 3.930 3.401 -1.183  0.67
H7 5.980 4.579 -1.923  0.44
H8 5.273 -0.095 -1.077  0.60
H9 4.759 -2.238 0.445  0.62
H10 0.444 -5.135 1.351  0.56
H11 -2.176 -4.808 0.897  0.57
H12 -3.742 -2.714 2.212  0.67
H13 -5.782 -3.963 2.850  0.46
H14 -9.020 -6.220 0.900  0.25
H15 -7.676 -6.488 -0.234  0.35
H16 -8.671 -5.008 -0.351  0.34
H17 -6.568 -4.762 -1.283  0.42
H18 -4.550 -3.523 -1.904  0.50
H19 -2.838 1.984 -5.162  0.54
H20 -4.222 3.734 -6.171  0.45
H21 -6.046 6.831 -6.345  0.25
H22 -6.116 5.055 -6.357  0.34
H23 -4.630 5.897 -6.880  0.34
H24 -4.116 5.930 -2.497  0.45
H25 -2.712 4.157 -1.488  0.69
H26 -0.286 3.756 -4.059  0.55
H27 2.346 3.279 -3.842  0.54
H28 -4.637 1.371 -2.358  0.58
H29 -5.147 -0.904 -1.043  0.59
H30 3.833 -4.680 -0.396  0.51
H31 5.148 -6.278 0.910  0.41
H32 6.256 -8.053 3.838  0.25
H33 6.678 -6.936 2.520  0.33
H34 5.344 -8.106 2.312  0.35
H35 3.256 -4.901 4.497  0.48
H36 1.928 -3.287 3.166  0.53
N5 -0.056 0.639 1.002  -0.88
P1 -0.127 1.300 2.439  1.38
C49 -1.664 2.216 2.611  0.16
C50 -2.164 2.571 3.864  -0.63
C51 -3.362 3.260 3.961  -0.77
C52 -4.075 3.577 2.813  -0.66
C53 -3.592 3.205 1.568  -0.38
C54 -2.387 2.526 1.463  0.23
C55 -0.100 0.021 3.705  0.24
C56 0.372 0.258 4.994  -0.50
C57 0.346 -0.757 5.938  -0.77
C58 -0.143 -2.011 5.597  -0.70
C59 -0.606 -2.252 4.311  -0.28
C60 -0.589 -1.238 3.366  0.04
C61 1.277 2.395 2.677  0.42
C62 1.248 3.434 3.607  -0.31
C63 2.367 4.228 3.797  -0.85
C64 3.520 3.987 3.062  -0.58
C65 3.550 2.958 2.132  -0.61
C66 2.431 2.163 1.934  -0.21
H37 -1.644 2.287 4.770  0.45
H38 -3.747 3.534 4.934  0.42
H39 -5.017 4.103 2.891  0.41
H40 -4.157 3.434 0.674  0.53
H41 -2.010 2.228 0.490  -0.03
H42 0.794 1.219 5.263  0.45
H43 0.722 -0.571 6.935  0.44
H44 -0.154 -2.804 6.334  0.43
H45 -0.976 -3.231 4.037  0.51
H46 -0.943 -1.427 2.360  -0.11
H47 0.347 3.652 4.167  0.41
H48 2.337 5.037 4.514  0.43
H49 4.394 4.606 3.213  0.41
H50 4.450 2.767 1.563  0.51
H51 2.456 1.358 1.207  0.08

---

No. 2
Below is a single C4H8BrClO molecule at a distorted geometry, with properties calculated with wB97M-V/def2-TZVPD.

Its charge is 0. For the orbital gap, the calculation gives 10.61 eV. As for the maximum force: 3.6 eV/A. The relative energy (zero: lowest compared OMol25 entry of this formula, charge and spin) is 38.8 kJ/mol. For the LUMO energy, the calculation gives 0.667 eV.

Each line ends with the natural charge from an NBO analysis.
Element x y z (Å)
C1 -0.332 -1.278 -1.193  -0.65
C2 -0.544 1.077 -0.358  -0.12
C3 1.223 -0.186 1.104  -0.41
C4 -0.159 -0.336 0.032  -0.01
O1 -0.338 2.058 0.659  -0.73
Cl1 -1.271 -0.991 1.288  -0.08
Br1 2.878 0.296 0.098  -0.04
H1 0.345 -1.189 -2.037  0.24
H2 -0.074 -2.337 -0.758  0.23
H3 -1.350 -1.273 -1.604  0.23
H4 -1.626 1.098 -0.505  0.18
H5 -0.101 1.464 -1.333  0.21
H6 1.045 0.716 1.702  0.25
H7 1.294 -1.161 1.569  0.22
H8 -0.990 2.043 1.335  0.48

---

No. 3
Below is a molecular structure, C11H25BrCaNO2 at a distorted geometry, with properties calculated with wB97M-V/def2-TZVPD.

Its charge is +1. For the orbital gap, the calculation gives 1.99 eV. As for the maximum force: 3.4 eV/A. For the LUMO energy, the calculation gives -7.583 eV.

Each line ends with the natural charge from an NBO analysis.
Element x y z (Å)
Ca1 -10.443 -43.423 4.904  1.69
Br1 -8.753 -40.331 3.078  -0.68
C1 -12.039 -38.889 -3.558  -0.63
C2 -11.805 -38.933 -2.020  -0.06
O1 -10.468 -39.483 -1.733  -0.74
H1 -11.801 -39.852 -4.010  0.22
H2 -11.414 -38.098 -3.974  0.22
H3 -13.045 -38.551 -3.806  0.22
H4 -12.516 -39.563 -1.486  0.15
H5 -11.868 -37.929 -1.602  0.17
H6 -10.404 -39.605 -0.783  0.46
C3 -6.918 -34.815 3.577  -0.66
C4 -7.552 -33.792 2.569  0.12
C5 -6.640 -32.584 2.315  -0.42
C6 -5.382 -32.940 1.477  -0.41
C7 -5.762 -33.450 0.096  -0.41
C8 -6.798 -34.586 0.150  0.12
N1 -7.907 -34.353 1.211  -0.18
O2 -8.740 -35.430 1.287  -0.55
C9 -7.406 -34.566 -1.229  -0.61
C10 -5.995 -35.888 0.397  -0.65
C11 -8.882 -33.265 3.150  -0.62
H7 -7.650 -35.508 3.992  0.21
H8 -6.178 -35.429 3.063  0.20
H9 -6.466 -34.387 4.471  0.23
H10 -7.257 -31.891 1.743  0.21
H11 -6.447 -31.880 3.124  0.23
H12 -4.761 -32.047 1.408  0.22
H13 -4.751 -33.663 1.994  0.20
H14 -4.882 -33.841 -0.415  0.21
H15 -6.029 -32.656 -0.602  0.21
H16 -7.879 -35.517 -1.474  0.21
H17 -6.668 -34.454 -2.023  0.21
H18 -8.045 -33.689 -1.328  0.23
H19 -5.211 -36.152 -0.314  0.23
H20 -6.621 -36.753 0.616  0.19
H21 -5.423 -35.746 1.314  0.20
H22 -9.645 -34.043 3.166  0.22
H23 -8.799 -32.786 4.125  0.21
H24 -9.320 -32.498 2.511  0.22
H25 -8.146 -36.118 1.596  0.43

---

No. 4
Below is 2 unconnected molecules or ions with the total composition C3H7F3N at a distorted geometry, with properties calculated with wB97M-V/def2-TZVPD.

Its charge is +1. For the orbital gap, the calculation gives 11.26 eV. As for the maximum force: 3.1 eV/A. The relative energy (zero: lowest compared OMol25 entry of this formula, charge and spin) is 66.5 kJ/mol. For the LUMO energy, the calculation gives -5.891 eV.

Each line ends with the natural charge from an NBO analysis.
Element x y z (Å)
C1 0.090 -0.968 -1.175  -0.76
C2 0.232 0.267 1.041  -0.70
C3 -0.215 0.176 -0.359  0.28
N1 -2.542 0.241 -0.022  0.61
F1 -2.750 0.483 1.248  -0.13
F2 -3.255 -0.904 -0.307  -0.17
F3 -3.268 1.146 -0.758  -0.16
H1 0.443 -0.604 -2.160  0.31
H2 0.604 -1.613 -0.558  0.26
H3 -0.777 -1.451 -1.669  0.34
H4 0.470 -0.613 1.617  0.28
H5 -0.113 1.080 1.705  0.29
H6 1.304 0.456 0.614  0.33
H7 -0.520 1.156 -0.769  0.24

---

No. 5
Below is a single C7H8O2 molecule at a distorted geometry, with properties calculated with wB97M-V/def2-TZVPD.

Its charge is 0. For the orbital gap (spin up / spin down), the calculation gives 7.91 / 7.04 eV. As for the maximum force: 4.1 eV/A. The relative energy (zero: lowest compared OMol25 entry of this formula, charge and spin) is 530.4 kJ/mol. For the LUMO energy (spin up / spin down), the calculation gives 0.356 / -0.277 eV.

Each line ends with the natural charge from an NBO analysis.
Element x y z (Å)
C1 -2.162 -1.668 -0.871  -0.25
C2 -1.057 -1.114 -0.833  0.01
C3 0.032 0.267 2.033  0.78
C4 0.359 0.976 -0.801  -0.46
C5 -0.292 1.846 0.275  -0.04
C6 0.124 -0.472 -0.520  -0.14
C7 1.302 -1.323 -0.212  -0.64
O1 0.209 -0.395 2.966  -0.52
O2 -0.070 1.472 1.725  -0.50
H1 -2.999 -2.248 -1.073  0.23
H2 -0.228 1.390 -1.753  0.23
H3 1.425 1.356 -1.016  0.23
H4 -0.050 2.881 0.196  0.21
H5 -1.321 1.662 0.139  0.19
H6 2.265 -0.985 -0.697  0.21
H7 1.014 -2.302 -0.435  0.22
H8 1.450 -1.343 0.876  0.23